This record from the Open Molecules 2025 dataset describes a cluster of 2 separate species, C31H42Cl2N2O4S in total at a distorted geometry. The level of theory is ωB97M-V/def2-TZVPD.

Cartesian coordinates (Å):
C (5.08, -1.69, 0.22)
C (5.06, -3.24, 0.83)
Cl (6.69, -4.05, 1.25)
C (3.78, -4.03, 1.04)
Cl (3.82, -5.77, 1.75)
N (2.49, -3.30, 0.68)
C (1.86, -2.94, 2.03)
O (2.48, -2.51, 3.13)
C (0.24, -3.15, 1.79)
C (-1.03, -2.82, 2.81)
C (-2.54, -3.14, 2.17)
C (-2.69, -3.74, 0.62)
S (-4.43, -4.07, -0.03)
C (-1.38, -4.02, -0.33)
C (-1.46, -4.58, -1.90)
C (-0.99, -3.27, -2.83)
C (-1.00, -3.57, -4.44)
C (-0.11, -2.42, -5.27)
C (1.49, -2.50, -4.92)
C (2.10, -1.17, -4.17)
C (1.66, 0.26, -4.83)
C (0.44, 1.03, -4.03)
C (0.93, 1.80, -2.65)
C (-0.04, 1.32, -1.40)
C (-0.43, 2.56, -0.36)
C (0.73, 2.88, 0.76)
N (0.47, 2.29, 2.13)
C (1.65, 1.94, 3.05)
C (1.12, 1.31, 4.48)
C (-0.52, 1.36, 4.35)
C (-0.82, 1.96, 2.85)
C (0.13, -3.74, 0.26)
C (1.62, -3.94, -0.40)
O (1.99, -4.53, -1.56)
H (5.51, -1.79, -0.87)
H (5.75, -1.05, 0.94)
H (4.01, -1.20, 0.18)
H (-0.87, -2.37, 3.88)
H (-3.52, -2.91, 2.81)
H (-4.69, -5.41, 0.35)
H (-0.81, -5.53, -2.09)
H (-2.57, -4.87, -2.20)
H (-1.76, -2.40, -2.56)
H (0.10, -2.96, -2.53)
H (-2.13, -3.48, -4.79)
H (-0.52, -4.62, -4.71)
H (-0.22, -2.73, -6.42)
H (-0.60, -1.36, -5.18)
H (1.61, -3.40, -4.15)
H (2.13, -2.77, -5.85)
H (1.92, -1.15, -2.99)
H (3.28, -1.24, -4.29)
H (1.48, 0.20, -6.00)
H (2.61, 0.98, -4.72)
H (-0.06, 1.78, -4.80)
H (-0.32, 0.21, -3.69)
H (2.06, 1.61, -2.37)
H (0.74, 2.98, -2.74)
H (-1.07, 0.87, -1.75)
H (0.54, 0.44, -0.86)
H (-1.46, 2.23, 0.14)
H (-0.71, 3.48, -1.05)
H (0.80, 4.05, 0.86)
H (1.77, 2.51, 0.35)
H (2.80, 2.07, 2.84)
H (1.79, 0.93, 5.37)
H (-1.28, 1.00, 5.20)
H (-1.90, 2.11, 2.41)
C (-4.46, 6.98, 4.10)
C (-4.20, 5.65, 3.42)
O (-3.03, 5.71, 2.59)
C (-1.77, 5.49, 3.02)
C (-1.51, 5.47, 4.50)
O (-0.85, 5.37, 2.22)
H (-3.64, 7.25, 4.77)
H (-5.38, 6.94, 4.69)
H (-4.54, 7.78, 3.36)
H (-4.14, 4.82, 4.13)
H (-5.04, 5.42, 2.76)
H (-1.25, 6.48, 4.83)
H (-0.66, 4.81, 4.69)
H (-2.34, 5.09, 5.09)

Highest occupied orbital energy, eV: -7.620
Kohn-Sham gap, eV: 5.85
Net charge: 0

Results of the Mulliken charge analysis, in e, for atoms 1 through 5:
1 C -0.711
2 C 0.235
3 Cl -0.195
4 C -0.011
5 Cl -0.163